Molecular formula: C31H21BrClF5N7O3Rh
Method: DFT, ωB97M-V with the def2-TZVPD basis set

```
70
C31H21BrClF5N7O3Rh, DFT ωB97M-V with the def2-TZVPD basis set
Rh 0.4674 -0.2244 0.9256
C 1.5525 -3.5445 0.0623
O 1.0596 -2.2994 -0.4495
C 0.8163 -2.2517 -1.8018
C 0.8950 -3.3316 -2.6621
C 0.6599 -3.1410 -4.0209
Br 0.8654 -4.6025 -5.1965
C 0.2652 -1.9152 -4.5105
C 0.1403 -0.8325 -3.6387
C 0.4931 -0.9940 -2.3046
O 0.5734 0.0701 -1.4244
C -0.3620 0.4393 -4.1547
N -0.2629 0.8131 -5.3965
C -0.8981 2.0279 -5.4872
C -1.1064 2.8582 -6.5909
C -1.8670 3.9932 -6.4043
C -2.3940 4.3302 -5.1496
C -2.1712 3.5413 -4.0357
C -1.4196 2.3926 -4.2283
N -1.0378 1.3687 -3.3805
H 2.4321 -3.8606 -0.4977
H 0.7823 -4.3149 0.0173
H 1.8347 -3.3772 1.0944
H 1.1491 -4.3183 -2.3069
H 0.0375 -1.7651 -5.5559
H 0.5860 0.9148 -1.8996
H -0.6912 2.5990 -7.5548
H -2.0735 4.6408 -7.2454
H -3.0032 5.2186 -5.0530
H -2.5856 3.7985 -3.0681
H -1.4164 1.2096 -2.4633
N -0.2185 3.6690 2.1047
C 1.1160 3.8170 2.3829
C 1.7370 2.7185 1.8721
N 0.7978 1.9247 1.2744
C -0.3801 2.5096 1.4455
C -1.5816 1.8943 0.9560
N -1.5395 0.6924 0.4095
C -2.8176 0.3552 0.0668
C -3.6454 1.3900 0.3939
N -2.8488 2.3544 0.9528
H -0.9409 4.3112 2.3900
H 1.5083 4.6710 2.9060
H 2.7854 2.4844 1.8876
H -3.0616 -0.5872 -0.3938
H -4.7068 1.5138 0.2692
H -3.1790 3.2355 1.3148
F -2.2774 -4.2651 5.6024
C -1.7747 -3.2425 4.9435
C -1.2157 -2.1742 5.6406
F -1.1808 -2.1997 6.9594
C -0.6924 -1.0944 4.9597
F -0.1694 -0.0663 5.6207
C -0.6775 -1.0450 3.5503
O -0.1504 -0.0350 2.9125
C -1.2272 -2.1605 2.8884
F -1.1352 -2.1502 1.5296
C -1.7845 -3.2295 3.5523
F -2.3081 -4.2413 2.8786
Cl 3.0357 -2.8623 5.1928
C 3.2272 -1.7730 3.8868
C 4.3331 -0.9364 3.7918
C 4.4227 -0.0822 2.7041
C 3.4089 -0.0717 1.7648
N 2.3442 -0.8715 1.8728
C 2.2543 -1.7114 2.9032
H 5.1019 -0.9550 4.5523
H 5.2728 0.5752 2.5897
H 3.4532 0.5617 0.8886
H 1.3937 -2.3667 2.9642
```

For the total energy, the calculation gives -5446.452357 a.u. The frontier orbital gap (spin up / spin down) comes out at 4.1642 / 4.1618 eV. The HOMO energy (spin up / spin down) comes out at -12.617 / -12.617 eV. Its charge is +2.

***

Molecular formula: C35H51AsBrCl3FN5NbO7Si3
Method: DFT, ωB97M-V with the def2-TZVPD basis set

```
108
C35H51AsBrCl3FN5NbO7Si3, DFT ωB97M-V with the def2-TZVPD basis set
Nb 16.2961 11.1966 11.2454
C 23.0112 12.5449 15.4756
C 22.1881 11.2596 15.3231
N 21.1710 11.2289 14.2445
C 19.8863 11.3848 14.5636
C 18.8578 11.3741 13.6512
C 17.4335 11.6087 14.0627
O 17.0601 12.2383 15.0332
O 16.5622 11.1153 13.1455
C 19.1773 11.3207 12.1999
O 18.3581 11.6602 11.1915
C 20.5428 11.0929 11.8762
C 21.0278 10.9936 10.5289
C 22.3764 10.9639 10.2595
F 22.6578 10.9276 8.9004
C 23.3702 11.0198 11.2704
C 22.8838 10.9320 12.5920
C 21.5419 11.0498 12.9087
N 24.7564 11.0633 11.0132
C 25.2450 10.6134 9.7430
C 26.6434 10.0276 9.9396
N 27.5405 11.1334 10.5087
C 27.0000 11.7553 11.7558
C 25.5296 12.1218 11.6589
H 23.8706 12.4433 16.1401
H 22.3853 13.3517 15.8323
H 23.4118 12.8859 14.5165
H 21.6026 11.0909 16.2499
H 22.8036 10.3769 15.2614
H 19.6456 11.6909 15.5956
H 20.3057 10.9934 9.6965
H 23.5879 10.8783 13.3932
H 25.2298 11.3465 8.9191
H 24.5708 9.8165 9.4061
H 27.0732 9.7457 8.9741
H 26.6099 9.1679 10.6096
H 27.6872 11.8151 9.7470
H 28.4706 10.7594 10.7283
H 27.5879 12.6391 12.0141
H 27.1365 11.0798 12.6170
H 25.4059 13.1027 11.1360
H 25.1811 12.2646 12.6782
Br 20.0880 14.6994 10.6022
C 18.3445 15.3887 11.1046
C 18.2861 16.7583 11.4011
C 17.0431 17.3116 11.6985
C 15.8778 16.5158 11.6228
C 16.1215 15.1654 11.3502
N 17.3170 14.6377 11.1484
C 15.0681 14.1847 11.2470
O 13.8904 14.3810 11.1437
O 15.4887 12.8764 11.0001
H 19.1602 17.3591 11.3583
H 16.9273 18.3207 12.0891
H 14.8656 16.9390 11.7931
C 13.1414 11.9559 14.0710
Si 12.2190 11.2132 12.6371
C 11.4496 12.5829 11.6608
C 10.6996 10.3336 13.2188
As 13.9085 9.9000 11.4810
Si 13.7008 7.8010 12.8029
C 11.9228 7.1135 13.0558
C 14.6046 6.5306 11.8207
C 14.4324 8.3958 14.4216
Si 12.8253 9.5393 9.2656
C 12.6132 11.2687 8.5541
C 14.0937 8.4786 8.3669
C 11.1634 8.7073 9.4068
H 12.8926 13.0332 14.1562
H 14.2211 11.9362 13.8929
H 12.8771 11.4112 14.9634
H 10.9641 13.2447 12.3667
H 10.6851 12.2977 10.9454
H 12.1973 13.1826 11.1213
H 9.8151 10.9639 13.0120
H 10.7902 10.1067 14.2719
H 10.5858 9.3658 12.6740
H 11.2912 6.9870 12.1511
H 11.3780 7.7557 13.7691
H 12.0737 6.1028 13.4868
H 13.9696 5.6623 11.5776
H 15.4969 6.2445 12.3699
H 14.9858 6.9795 10.8912
H 13.6363 8.6031 15.1367
H 14.9684 9.3544 14.2793
H 15.1361 7.6940 14.8299
H 13.5707 11.8023 8.6100
H 11.7886 11.8060 9.0470
H 12.3710 11.1608 7.5005
H 15.0843 8.5227 8.7951
H 14.0450 8.7875 7.3276
H 13.7540 7.4590 8.4569
H 10.6547 9.0180 10.3469
H 11.2622 7.6279 9.4209
H 10.5000 8.9647 8.5967
C 18.4727 7.6584 9.7742
O 18.1717 8.9950 10.2928
C 17.2049 9.0805 11.2546
O 17.0257 8.2146 12.1140
H 19.4528 7.7145 9.3757
H 17.7904 7.4308 8.9625
H 18.4232 6.9056 10.5677
Cl 18.6380 12.8746 6.4651
C 17.1831 11.9153 6.4869
Cl 17.5662 10.3853 5.5916
Cl 15.9062 12.8300 5.6877
C 16.8185 11.7109 7.9062
N 16.5088 11.5218 9.0213
```

For the total energy, the calculation gives -9379.704589 a.u. The frontier orbital gap comes out at 6.3696 eV. Its energy above the lowest of the compared OMol25 structures with the same formula, charge and spin is 0.0 kJ/mol. The HOMO energy comes out at -15.027 eV. Its charge is +3.

***

Molecular formula: C2H6F4InN2O10S4
Method: DFT, ωB97M-V with the def2-TZVPD basis set

```
29
C2H6F4InN2O10S4, DFT ωB97M-V with the def2-TZVPD basis set
In -0.6371 -0.3164 -0.1979
N -0.9229 2.4319 -0.3477
S -2.1146 3.4962 -0.4932
O -2.3779 3.9896 -1.7940
O -2.2104 4.3183 0.6509
F -3.2999 2.4623 -0.3319
S 0.4204 3.4285 -0.6740
O 0.6032 4.5148 0.1909
O 0.5969 3.5581 -2.0585
F 1.4569 2.3691 -0.1674
N 0.0578 -2.3490 -1.8784
S 1.1530 -3.4916 -1.7524
O 2.2049 -3.3910 -2.6894
O 0.6350 -4.7510 -1.3697
F 1.8243 -2.9631 -0.4120
S -0.8812 -2.9441 -3.1717
O -1.9252 -3.8000 -2.7970
O -0.2439 -3.0920 -4.4167
F -1.5449 -1.5078 -3.3081
C 0.3522 -0.8241 3.0694
C 1.0281 0.4864 2.8776
O 0.4637 1.0146 1.6618
O 0.6027 -1.6214 1.9009
H -0.7175 -0.7026 3.2384
H 0.8163 -1.3517 3.9035
H 2.1129 0.3653 2.8110
H 0.8569 1.1138 3.7558
H 0.6095 1.9664 1.6208
H 1.0807 -2.4096 2.1792
```

For the total energy, the calculation gives -3123.488294 a.u. The frontier orbital gap comes out at 3.5335 eV. Its energy above the lowest of the compared OMol25 structures with the same formula, charge and spin is 0.0 kJ/mol. The HOMO energy comes out at -14.278 eV. Its charge is +1.

***

Molecular formula: H28O14
Method: DFT, ωB97M-V with the def2-TZVPD basis set

```
42
H28O14, DFT ωB97M-V with the def2-TZVPD basis set
O -4.7800 -8.5660 -9.4820
H -4.4820 -9.1410 -8.7780
H -5.7300 -8.5770 -9.3480
O -2.5040 -7.1270 -9.1880
H -2.7690 -6.2710 -8.7670
H -3.3650 -7.5090 -9.4850
O -5.5930 -8.8360 -12.1880
H -5.1990 -8.0630 -12.6420
H -5.4740 -8.7110 -11.2460
O -2.8250 -10.6730 -10.9020
H -2.4350 -11.3450 -11.4710
H -3.7960 -10.8530 -10.9210
O -2.4110 -10.0390 -14.3060
H -2.7300 -9.3260 -13.6870
H -1.8420 -10.6480 -13.8150
O -8.1160 -6.6090 -11.8660
H -7.7070 -5.7740 -11.8160
H -7.7270 -7.0750 -11.1320
O -4.1770 -6.5600 -12.7270
H -3.4850 -7.1520 -13.0270
H -4.4390 -6.0680 -13.5440
O -5.3970 -11.6430 -11.1490
H -5.6430 -12.5500 -10.8440
H -5.2350 -11.8440 -12.0320
O -5.0070 -10.8130 -13.8230
H -4.0680 -10.6960 -13.9820
H -5.2730 -10.1650 -13.1360
O -4.5480 -8.4150 -15.4210
H -3.7320 -7.9510 -15.1720
H -5.2200 -7.9170 -14.9740
O -7.9470 -10.2480 -12.5100
H -7.1550 -9.7750 -12.3440
H -8.3340 -9.8300 -13.2750
O -4.9580 -5.5780 -10.1430
H -4.8530 -6.0120 -11.0040
H -5.7770 -5.1390 -10.1580
O -7.0720 -7.3970 -14.4360
H -7.2210 -6.8610 -13.6680
H -7.3200 -6.8750 -15.2330
O -7.4780 -8.1810 -9.9150
H -7.4360 -7.8570 -9.0230
H -8.2870 -8.7230 -9.9960
```

For the total energy, the calculation gives -1070.125211 a.u. The frontier orbital gap comes out at 9.5847 eV. Its energy above the lowest of the compared OMol25 structures with the same formula, charge and spin is 198.9 kJ/mol. The HOMO energy comes out at -9.922 eV.